[1]
{"formula": "C39H42Cl6O30", "method": "ωB97M-V/def2-TZVPD", "species": ["C", "C", "C", "O", "C", "C", "C", "O", "O", "O", "H", "H", "H", "H", "C", "C", "C", "O", "C", "C", "C", "O", "O", "O", "H", "H", "H", "H", "C", "C", "C", "O", "C", "C", "C", "O", "O", "O", "H", "H", "H", "H", "C", "C", "C", "O", "C", "C", "C", "O", "O", "O", "H", "H", "H", "H", "C", "C", "C", "O", "C", "C", "C", "O", "O", "O", "H", "H", "H", "H", "C", "C", "C", "O", "C", "C", "C", "O", "O", "O", "H", "H", "H", "H", "O", "H", "H", "O", "H", "H", "O", "H", "H", "O", "H", "H", "O", "H", "H", "O", "H", "H", "C", "Cl", "Cl", "H", "H", "C", "Cl", "Cl", "H", "H", "C", "Cl", "Cl", "H", "H"], "coordinates": [[-5.17, -2.78, 0.71], [-4.57, -1.81, 0.02], [-3.12, -1.45, 0.13], [-2.50, -0.52, -0.41], [-2.42, -2.48, 0.94], [-2.99, -3.53, 1.57], [-4.48, -3.86, 1.49], [-5.05, -4.73, 2.13], [-2.29, -4.45, 2.35], [-5.28, -0.85, -0.70], [-6.25, -2.78, 0.62], [-1.36, -2.48, 1.14], [-2.94, -5.09, 2.63], [-4.88, 0.01, -0.58], [0.79, 0.29, -1.09], [0.04, 1.40, -0.92], [-0.68, 1.79, 0.33], [-1.33, 2.78, 0.59], [-0.38, 0.79, 1.35], [0.43, -0.34, 1.16], [1.18, -0.66, -0.05], [1.97, -1.60, -0.17], [0.50, -1.17, 2.16], [-0.30, 2.23, -1.95], [1.26, 0.15, -2.05], [-0.99, 0.74, 2.25], [1.17, -1.82, 1.94], [-1.01, 2.79, -1.63], [-2.11, -3.54, 6.06], [-1.24, -3.03, 5.16], [0.04, -3.72, 4.86], [0.87, -3.43, 4.03], [0.37, -4.81, 5.78], [-0.56, -5.31, 6.71], [-1.95, -4.75, 6.90], [-2.74, -5.32, 7.69], [-0.29, -6.36, 7.57], [-1.55, -1.93, 4.41], [-3.05, -3.05, 6.27], [1.37, -5.19, 5.90], [-0.80, -6.19, 8.36], [-0.95, -1.93, 3.66], [5.21, -0.98, -0.97], [6.50, -0.80, -0.54], [7.57, -0.30, -1.37], [8.72, -0.27, -1.02], [7.08, 0.19, -2.72], [5.85, -0.01, -3.16], [4.78, -0.72, -2.39], [3.64, -0.99, -2.77], [5.52, 0.30, -4.46], [6.79, -0.94, 0.80], [4.45, -1.30, -0.27], [7.84, 0.68, -3.32], [4.59, 0.13, -4.61], [7.72, -0.77, 0.97], [0.31, 8.62, 1.25], [-0.47, 8.56, 2.37], [-1.63, 7.60, 2.53], [-2.44, 7.68, 3.45], [-1.82, 6.66, 1.46], [-1.02, 6.74, 0.33], [0.09, 7.74, 0.05], [0.82, 7.85, -0.96], [-1.14, 5.73, -0.56], [-0.20, 9.38, 3.42], [1.16, 9.28, 1.32], [-2.46, 5.79, 1.52], [-0.39, 5.68, -1.16], [-0.92, 9.11, 3.99], [-0.43, -4.17, -5.78], [-0.19, -2.82, -5.70], [-0.12, -2.05, -4.40], [-0.07, -0.81, -4.27], [-0.18, -2.97, -3.24], [-0.42, -4.32, -3.30], [-0.69, -4.98, -4.57], [-1.02, -6.16, -4.71], [-0.38, -5.05, -2.21], [0.11, -2.13, -6.84], [-0.42, -4.72, -6.71], [0.02, -2.49, -2.29], [-0.28, -5.99, -2.41], [-0.07, -1.19, -6.72], [-2.73, 3.76, -1.83], [-3.60, 4.11, -2.03], [-2.23, 4.52, -1.51], [-3.62, 2.20, -3.88], [-3.25, 2.96, -3.44], [-4.56, 2.25, -3.70], [0.55, 5.22, -2.73], [0.30, 4.58, -3.39], [1.39, 5.57, -3.03], [-0.39, 3.43, -4.51], [-0.90, 2.85, -3.93], [-1.01, 3.70, -5.18], [-4.49, 1.62, -0.71], [-4.50, 2.18, 0.06], [-3.73, 1.92, -1.22], [2.68, 3.02, -3.08], [2.47, 2.94, -4.01], [2.40, 2.19, -2.70], [-4.25, 3.02, 2.73], [-3.76, 1.34, 2.31], [-5.66, 3.42, 1.74], [-4.50, 3.10, 3.79], [-3.41, 3.71, 2.65], [3.28, -4.64, -1.73], [4.79, -5.36, -1.23], [3.35, -4.08, -3.50], [2.46, -5.36, -1.74], [3.00, -3.83, -1.07], [4.24, -2.53, 4.02], [3.92, -1.96, 2.33], [4.36, -4.33, 4.21], [5.20, -2.11, 4.30], [3.44, -2.20, 4.70]], "total_charge": 0, "orbital_gap_ev": 7.333, "de_lowest_kj_mol": 315.4}



[2]
{"formula": "C5H9NO", "method": "ωB97M-V/def2-TZVPD", "species": ["C", "N", "C", "C", "C", "O", "C", "H", "H", "H", "H", "H", "H", "H", "H", "H"], "coordinates": [[-1.20, 1.06, -1.57], [-0.57, 0.06, -0.73], [-1.27, -0.31, 0.48], [-0.03, 0.53, 0.54], [1.29, -0.02, 1.02], [1.92, 0.60, 1.86], [1.78, -1.33, 0.47], [-1.91, 0.58, -2.24], [-0.43, 1.56, -2.17], [-1.73, 1.84, -0.99], [-2.20, 0.21, 0.72], [-1.24, -1.36, 0.76], [-0.18, 1.58, 0.80], [2.83, -1.22, 0.20], [1.73, -2.10, 1.25], [1.21, -1.66, -0.40]], "total_charge": 0, "orbital_gap_ev": 10.337, "de_lowest_kj_mol": 189.7}



[3]
{"formula": "C5H7N2S", "method": "ωB97M-V/def2-TZVPD", "species": ["C", "C", "C", "C", "C", "N", "N", "S", "H", "H", "H", "H", "H", "H", "H"], "coordinates": [[-0.47, 1.41, 0.16], [-0.79, -0.85, 0.05], [-1.91, 1.39, -0.06], [1.24, -1.76, -0.05], [1.51, -0.12, -0.08], [-0.14, -1.94, 0.07], [0.17, 0.32, 0.15], [-2.43, -0.31, 0.00], [0.03, 2.29, 0.39], [-2.30, 2.15, 0.71], [-2.24, 1.67, -1.08], [1.45, -2.31, -1.00], [1.75, -2.31, 0.70], [2.07, -0.12, 0.81], [2.04, 0.49, -0.77]], "total_charge": 1, "orbital_gap_ev": 8.527, "de_lowest_kj_mol": 186.5}



[4]
{"formula": "C3H8ClFN", "method": "ωB97M-V/def2-TZVPD", "species": ["C", "C", "C", "N", "F", "Cl", "H", "H", "H", "H", "H", "H", "H", "H"], "coordinates": [[-0.89, -1.78, 0.27], [0.50, 0.34, -0.27], [-0.93, -0.36, -0.17], [0.49, 1.81, -0.52], [-1.38, -0.33, -1.54], [-2.04, 0.71, 0.69], [-0.05, -2.55, -0.09], [-1.73, -2.37, 0.13], [-0.70, -1.81, 1.40], [1.01, 0.15, 0.64], [1.02, -0.20, -1.23], [0.04, 2.26, 0.32], [-0.08, 2.15, -1.34], [1.55, 2.09, -0.67]], "total_charge": 1, "orbital_gap_ev": 11.875, "de_lowest_kj_mol": 0.0}



[5]
{"formula": "C12H36O9", "method": "ωB97M-V/def2-TZVPD", "species": ["C", "C", "O", "H", "H", "H", "H", "H", "H", "C", "C", "O", "H", "H", "H", "H", "H", "H", "C", "C", "O", "H", "H", "H", "H", "H", "H", "C", "C", "O", "O", "H", "H", "H", "H", "H", "H", "C", "C", "O", "O", "H", "H", "H", "H", "H", "H", "C", "C", "O", "O", "H", "H", "H", "H", "H", "H"], "coordinates": [[15.09, -3.67, -18.36], [15.05, -5.11, -18.80], [13.97, -5.81, -18.21], [15.89, -3.15, -18.89], [15.24, -3.58, -17.28], [14.18, -3.14, -18.64], [15.99, -5.61, -18.51], [15.13, -5.21, -19.89], [13.51, -6.29, -18.90], [15.41, -3.67, -26.55], [16.66, -3.41, -27.41], [17.12, -4.60, -28.03], [15.59, -4.62, -26.03], [14.57, -3.86, -27.21], [15.31, -2.89, -25.80], [17.47, -3.02, -26.78], [16.42, -2.63, -28.13], [17.60, -5.12, -27.38], [12.60, -5.93, -24.00], [13.08, -5.14, -22.78], [13.01, -3.73, -23.09], [11.63, -5.70, -24.45], [12.63, -6.98, -23.70], [13.28, -5.78, -24.84], [14.12, -5.21, -22.48], [12.53, -5.42, -21.88], [12.11, -3.41, -22.92], [10.76, -2.93, -19.76], [11.76, -1.78, -19.73], [11.25, -0.53, -20.15], [10.49, -3.29, -21.12], [9.86, -2.73, -19.17], [11.24, -3.83, -19.36], [12.61, -2.00, -20.40], [12.19, -1.72, -18.73], [10.31, -0.59, -20.31], [9.62, -3.66, -21.27], [12.72, -8.57, -20.26], [12.00, -9.21, -21.46], [10.78, -9.80, -21.03], [13.74, -7.68, -20.69], [12.99, -9.21, -19.42], [11.97, -7.93, -19.78], [12.60, -10.06, -21.81], [11.89, -8.53, -22.30], [10.03, -9.26, -21.32], [14.46, -8.19, -21.09], [12.29, -0.51, -24.22], [10.77, -0.74, -24.00], [9.93, 0.06, -24.82], [12.95, -1.48, -25.00], [12.72, -0.53, -23.20], [12.53, 0.51, -24.54], [10.61, -0.54, -22.93], [10.60, -1.80, -24.17], [9.68, 0.80, -24.24], [12.82, -2.30, -24.50]], "total_charge": 0, "orbital_gap_ev": 9.502, "de_lowest_kj_mol": 225.4}



[6]
{"formula": "C24H23N3O2", "method": "ωB97M-V/def2-TZVPD", "species": ["C", "C", "C", "C", "C", "C", "C", "O", "C", "C", "C", "C", "C", "C", "C", "C", "C", "O", "H", "H", "H", "H", "H", "H", "H", "H", "H", "H", "C", "C", "N", "C", "C", "C", "C", "C", "N", "C", "N", "H", "H", "H", "H", "H", "H", "H", "H", "H", "H", "H", "H", "H"], "coordinates": [[-3.29, 4.42, -2.46], [-2.84, 3.93, -1.23], [-1.90, 2.91, -1.24], [-1.48, 2.32, -2.44], [-1.97, 2.76, -3.67], [-2.84, 3.85, -3.68], [-0.61, 1.16, -2.12], [-0.11, 0.38, -2.94], [-0.53, 1.12, -0.67], [0.26, 0.11, 0.06], [0.61, 0.53, 1.48], [-0.30, 0.33, 2.53], [0.10, 0.55, 3.84], [1.41, 0.99, 4.11], [2.28, 1.28, 3.05], [1.86, 1.08, 1.73], [-1.35, 2.16, -0.07], [-1.66, 2.36, 1.11], [-3.98, 5.26, -2.48], [-3.16, 4.30, -0.26], [-1.63, 2.25, -4.57], [-3.19, 4.26, -4.63], [1.16, 0.06, -0.54], [-1.33, 0.00, 2.31], [-0.60, 0.35, 4.65], [1.74, 1.15, 5.15], [3.30, 1.63, 3.24], [2.52, 1.29, 0.87], [3.67, -2.17, 2.55], [3.44, -1.61, 1.31], [2.47, -2.37, 0.71], [1.91, -2.19, -0.63], [0.40, -2.40, -0.57], [-0.29, -2.56, -1.91], [-1.76, -2.19, -1.66], [-1.81, -1.37, -0.37], [-0.35, -1.21, 0.10], [2.19, -3.43, 1.56], [2.90, -3.30, 2.68], [4.35, -1.79, 3.30], [3.85, -0.73, 0.84], [2.17, -1.18, -0.99], [2.35, -2.92, -1.33], [0.13, -3.26, 0.06], [0.12, -1.84, -2.64], [-0.16, -3.57, -2.31], [-2.11, -1.58, -2.51], [-2.42, -3.07, -1.61], [-2.29, -0.40, -0.49], [-2.33, -1.92, 0.43], [-0.38, -1.51, 1.07], [1.49, -4.21, 1.28]], "total_charge": 0, "orbital_gap_ev": 7.474, "de_lowest_kj_mol": 305.8}



[7]
{"formula": "C4H6O4", "method": "ωB97M-V/def2-TZVPD", "species": ["C", "C", "C", "C", "O", "O", "O", "O", "H", "H", "H", "H", "H", "H"], "coordinates": [[-0.99, -2.00, 0.23], [-0.24, -0.84, -0.24], [1.06, -0.12, 0.26], [0.81, 1.41, 0.46], [-1.43, -0.70, 0.46], [-0.76, -2.95, 1.18], [2.16, -0.61, 0.47], [-0.34, 1.93, -0.12], [-1.67, -2.56, -0.48], [0.02, -2.73, 1.74], [-0.39, -0.49, -1.24], [1.71, 1.89, 0.14], [0.77, 1.64, 1.61], [-1.09, 1.40, 0.25]], "total_charge": 0, "orbital_gap_ev": 10.541, "de_lowest_kj_mol": 335.8}



[8]
{"formula": "C33H58BN9PRe", "method": "ωB97M-V/def2-TZVPD", "species": ["Re", "C", "C", "C", "C", "C", "C", "C", "C", "C", "N", "N", "B", "N", "N", "C", "C", "C", "C", "C", "C", "C", "C", "C", "N", "N", "C", "C", "C", "C", "C", "C", "C", "C", "C", "H", "H", "H", "H", "H", "H", "H", "H", "H", "H", "H", "H", "H", "H", "H", "H", "H", "H", "H", "H", "H", "H", "H", "H", "H", "H", "H", "H", "H", "H", "H", "H", "H", "H", "H", "H", "H", "H", "H", "H", "H", "H", "H", "H", "H", "H", "C", "N", "C", "N", "C", "N", "C", "P", "C", "C", "H", "H", "H", "H", "H", "H", "H", "H", "H", "H", "H", "H"], "coordinates": [[-0.48, -0.69, -0.69], [-1.06, 2.80, -4.21], [-1.21, 1.73, -3.13], [-0.59, 0.42, -3.62], [-0.56, 2.18, -1.85], [-0.12, 3.43, -1.49], [0.60, 3.28, -0.29], [1.17, 4.46, 0.45], [2.47, 4.27, 1.24], [0.06, 5.05, 1.34], [0.57, 1.99, 0.05], [-0.17, 1.31, -0.88], [1.50, 1.12, 0.96], [2.26, 0.14, 0.00], [1.53, -0.72, -0.75], [2.37, -1.51, -1.48], [3.66, -1.11, -1.21], [3.56, -0.06, -0.27], [4.69, 0.68, 0.36], [5.64, -0.30, 1.06], [5.45, 1.49, -0.71], [1.83, -2.59, -2.36], [2.25, -2.38, -3.82], [2.26, -3.97, -1.87], [0.63, 0.23, 1.87], [-0.18, -0.73, 1.32], [-0.55, -1.59, 2.30], [-0.01, -1.15, 3.49], [0.74, -0.01, 3.19], [1.57, 0.81, 4.12], [0.94, 0.87, 5.51], [2.99, 0.21, 4.18], [-1.37, -2.83, 2.06], [-2.57, -2.86, 3.01], [-0.48, -4.07, 2.24], [-1.41, 2.41, -5.17], [-1.64, 3.69, -3.99], [-0.01, 3.07, -4.33], [-2.28, 1.57, -2.94], [0.47, 0.57, -3.84], [-0.68, -0.42, -2.90], [-1.08, 0.08, -4.53], [-0.27, 4.35, -2.03], [1.38, 5.19, -0.33], [2.30, 3.74, 2.18], [3.22, 3.74, 0.65], [2.86, 5.25, 1.49], [-0.23, 4.35, 2.12], [0.44, 5.96, 1.81], [-0.82, 5.32, 0.76], [2.25, 1.77, 1.58], [4.57, -1.52, -1.62], [4.29, 1.38, 1.10], [6.15, -0.94, 0.34], [6.40, 0.25, 1.60], [5.11, -0.95, 1.77], [5.90, 0.84, -1.45], [4.79, 2.20, -1.22], [6.24, 2.06, -0.22], [0.72, -2.54, -2.29], [3.33, -2.49, -3.91], [1.79, -3.13, -4.46], [1.98, -1.39, -4.19], [3.35, -4.07, -1.92], [1.95, -4.16, -0.84], [1.83, -4.75, -2.51], [-0.12, -1.61, 4.45], [1.64, 1.82, 3.72], [0.97, -0.10, 6.01], [1.50, 1.57, 6.13], [-0.10, 1.21, 5.47], [2.96, -0.80, 4.58], [3.44, 0.18, 3.18], [3.61, 0.82, 4.83], [-1.71, -2.81, 1.01], [-2.23, -3.11, 4.02], [-3.08, -1.90, 3.07], [-3.28, -3.63, 2.71], [-0.11, -4.12, 3.26], [-1.07, -4.97, 2.05], [0.37, -4.06, 1.56], [-5.63, -2.23, -1.79], [-5.02, -1.21, -2.63], [-5.56, 0.11, -2.28], [-5.31, 0.41, -0.87], [-5.92, -0.61, -0.03], [-5.37, -1.92, -0.38], [-4.02, -2.10, 0.00], [-2.88, -0.88, -0.93], [-3.59, -1.25, -2.66], [-3.94, 0.66, -0.57], [-5.24, -3.21, -2.04], [-6.71, -2.22, -1.96], [-6.64, 0.10, -2.44], [-5.12, 0.88, -2.92], [-6.99, -0.62, -0.21], [-5.74, -0.39, 1.02], [-3.69, -3.12, -0.23], [-3.90, -1.91, 1.07], [-3.25, -2.24, -2.97], [-3.22, -0.51, -3.37], [-3.57, 1.49, -1.18], [-3.82, 0.94, 0.48]], "total_charge": 3, "multiplicity": 2, "orbital_gap_ev": [4.795, 4.434], "s2": 0.85}



[9]
{"formula": "HN2P", "method": "ωB97M-V/def2-TZVPD", "species": ["N", "N", "P", "H"], "coordinates": [[-0.61, -0.81, -0.61], [-0.91, 0.33, -0.23], [0.85, 0.44, -0.25], [0.67, 0.05, 1.09]], "total_charge": 0, "orbital_gap_ev": 9.645, "de_lowest_kj_mol": 68.9}



[10]
{"formula": "C13H8MgN2O5S2", "method": "ωB97M-V/def2-TZVPD", "species": ["Mg", "C", "C", "N", "C", "C", "S", "C", "C", "S", "C", "N", "C", "H", "H", "H", "H", "H", "H", "H", "H", "O", "C", "C", "O", "C", "C", "O", "C", "O", "O"], "coordinates": [[0.72, -0.66, 1.20], [4.25, 0.65, -0.58], [3.12, 1.61, -0.42], [1.96, 1.30, 0.10], [1.17, 2.41, 0.12], [1.64, 3.57, -0.36], [3.23, 3.26, -0.90], [-1.32, 2.40, 0.10], [-1.77, 3.60, -0.29], [-3.35, 3.36, -0.87], [-3.25, 1.67, -0.54], [-2.10, 1.31, -0.02], [-4.37, 0.73, -0.83], [3.86, -0.37, -0.55], [4.97, 0.77, 0.23], [4.77, 0.80, -1.53], [1.19, 4.55, -0.35], [-1.31, 4.57, -0.20], [-5.31, 1.26, -0.94], [-4.45, 0.01, -0.01], [-4.17, 0.18, -1.75], [0.08, 4.36, 5.00], [0.09, 3.48, 4.19], [-0.02, 3.73, 2.63], [-0.06, 4.80, 2.03], [-0.05, 2.43, 2.17], [0.06, 1.37, 3.13], [0.06, 0.11, 2.82], [0.18, 1.98, 4.43], [0.32, 1.41, 5.52], [-0.07, 2.14, 0.73]], "total_charge": 0, "orbital_gap_ev": [6.130, 4.771], "de_lowest_kj_mol": 726.7}



[11]
{"formula": "C20H30FNO3", "method": "ωB97M-V/def2-TZVPD", "species": ["C", "C", "O", "C", "C", "C", "O", "C", "C", "C", "C", "C", "C", "C", "C", "C", "C", "O", "H", "H", "H", "H", "H", "H", "H", "H", "H", "H", "H", "H", "H", "H", "H", "H", "H", "H", "H", "H", "H", "H", "H", "H", "H", "F", "N", "C", "C", "C", "C", "C", "H", "H", "H", "H", "H"], "coordinates": [[4.10, -1.72, -0.29], [3.36, -0.43, -0.10], [2.41, -0.63, 0.98], [1.72, 0.50, 1.22], [0.65, 0.31, 2.21], [-0.37, 1.33, 2.44], [-1.25, 1.13, 3.28], [-0.40, 2.60, 1.59], [-1.50, 2.68, 0.52], [-2.90, 2.16, 0.93], [-3.34, 0.87, 0.23], [-3.87, -0.24, 1.14], [-3.50, -1.66, 0.67], [-2.03, -1.98, 0.81], [-1.48, -2.05, 2.23], [0.06, -2.12, 2.25], [0.68, -0.95, 3.00], [2.01, 1.54, 0.62], [4.92, -1.57, -1.01], [4.54, -2.06, 0.66], [3.42, -2.50, -0.67], [4.04, 0.41, 0.16], [2.83, -0.16, -1.02], [-0.53, 3.41, 2.32], [0.57, 2.69, 1.09], [-1.61, 3.74, 0.23], [-1.14, 2.14, -0.37], [-2.94, 2.08, 2.02], [-3.63, 2.93, 0.65], [-4.13, 1.13, -0.50], [-2.51, 0.50, -0.38], [-3.54, -0.10, 2.17], [-4.97, -0.16, 1.14], [-4.12, -2.38, 1.23], [-3.76, -1.78, -0.38], [-1.71, -2.88, 0.26], [-1.40, -1.02, 0.37], [-1.76, -1.14, 2.79], [-1.91, -2.93, 2.74], [0.36, -3.08, 2.71], [0.47, -2.10, 1.23], [1.73, -1.16, 3.22], [0.14, -0.73, 3.93], [-0.80, -0.04, 0.62], [2.61, 0.18, -3.03], [2.18, -0.82, -3.77], [1.83, -0.60, -5.12], [1.84, 0.72, -5.60], [2.10, 1.77, -4.71], [2.44, 1.46, -3.38], [2.12, -1.81, -3.31], [1.59, -1.45, -5.73], [1.71, 0.92, -6.67], [2.08, 2.81, -5.00], [2.58, 2.22, -2.61]], "total_charge": 0, "orbital_gap_ev": 5.538, "de_lowest_kj_mol": 0.0}